Arrangement 1

Here is C38H56BN10O5PbS as an isolated structure from the Open Molecules 2025 dataset. Energies are from wB97M-V/def2-TZVPD.

Results
* LUMO level: -5.11 eV
* orbital gap: 6.02 eV

The geometry in ORCA input format:
```
! RIJCOSX wB97M-V def2-TZVPD def2/J DEFGRID3
* xyz 1 1
S 4.04715 1.71962 -4.48649
C 5.43884 4.20221 -2.52455
H -4.76787 -1.45518 0.61684
C 3.08488 -1.92555 3.59773
H -5.35788 -2.85847 1.51025
B -1.98344 -0.20088 0.83837
H 2.39309 -2.64333 4.04338
H 0.34281 2.05614 -3.56169
C -1.54026 -3.44306 -1.05817
H -3.82136 3.22241 2.89516
H 3.20856 -1.08886 4.28921
N -0.80980 -0.14915 1.86281
N 2.73821 -0.64221 -4.31925
H -1.76125 -4.45679 -1.35390
H -2.30791 2.55772 2.23218
H 0.90585 -0.74507 4.55247
C -1.77969 0.06074 4.30108
C 2.45041 -2.68161 1.30497
C 1.22128 -0.80587 2.36857
H 3.42949 -1.01518 -4.94594
C 4.63948 1.87875 1.86750
O 4.67921 -0.20251 -1.93706
C 2.32399 2.02395 1.33617
C -3.22858 0.30608 3.90722
H -3.78543 3.23913 -1.84111
N -1.44738 1.03487 -1.31402
H 1.64325 -3.33489 1.64823
C -2.95878 1.64860 -4.42575
H -2.98675 -0.35445 1.43052
H -1.40777 0.97245 4.77846
C 0.65140 -3.00964 -2.40379
C -5.09576 1.40078 1.35652
C 3.35930 2.35750 2.17643
H 4.16134 4.69706 -4.20200
H -3.77176 0.67030 4.78059
C 3.47251 2.89121 -3.32821
H -1.74588 3.26839 -3.73193
C -3.22384 3.09987 1.99096
N 2.52518 2.44268 -2.58627
C -1.75600 -1.05708 5.35329
H 5.46202 2.62907 3.42423
C -2.29376 -2.66530 -0.19124
H -5.72736 1.86379 2.11606
N 2.19887 1.13348 -2.87800
C -3.03312 -4.33260 1.47735
C -4.04794 2.41736 0.88049
C -0.46537 -2.66222 -1.46530
C 0.52722 -0.61442 3.55409
H 1.58147 -4.38365 -0.99698
H -3.70923 -0.61756 3.58108
O 0.55243 2.89277 2.61535
O 0.17541 2.24152 0.48251
H 3.38289 -3.25235 1.31066
H -5.73464 1.10937 0.51943
O 2.59484 -0.84800 -1.28173
C 1.26048 -4.36358 -2.03867
H 4.05384 -2.41150 3.47992
C -3.11361 2.48091 -1.46978
Pb 0.78060 0.40879 -0.88913
H -2.83074 1.91354 -5.47632
C 3.71890 -0.17503 -1.19576
H -3.01654 0.56020 -4.34403
N -1.69705 -1.45740 -0.08048
H 0.93385 -3.29500 -4.54440
C -4.46220 -2.29885 1.23681
H 1.41776 -2.24400 -2.28630
C 0.88389 2.44769 1.53401
H -2.02608 -2.01341 4.89729
N 2.54881 1.25340 0.29048
H 2.25234 -2.38373 0.28480
H -0.33924 1.83407 -5.15922
H -2.44905 -5.09829 0.96795
H -2.48548 -0.83466 6.13382
H 3.37039 4.86348 -2.62959
C 3.73994 0.78484 -0.02699
C -2.05527 1.91562 -2.15082
H -0.66972 -3.74299 -3.95683
C 2.91407 0.60256 -3.83709
H -0.78590 -1.17000 5.83443
H -4.01727 -1.92335 2.15581
H -3.90634 2.06662 -4.08450
H -0.45397 0.52058 -3.97814
C 2.57011 -1.46611 2.23543
N -0.58214 -1.46921 -0.88037
C 4.84668 1.09409 0.72736
H 5.84892 5.20454 -2.40801
C -1.77695 2.18418 -3.60210
C 4.06634 4.25778 -3.20718
O 5.70479 2.11696 2.64409
C -0.75642 -0.22898 3.21575
N 0.41612 -0.46370 1.34847
H 3.16112 2.96788 3.04848
H 2.12915 -4.57242 -2.66624
C 0.13690 -3.01587 -3.85000
H 5.35409 3.73793 -1.54028
H -2.91285 4.09201 1.65998
H 3.29235 -0.76322 1.81961
H 6.14496 3.61107 -3.11095
H -0.25001 -2.03569 -4.14243
H 5.82999 0.72792 0.46866
H -4.62617 3.20572 0.39784
H 2.28252 -1.30117 -3.70781
H -3.89051 -4.81505 1.94994
H -2.40685 -3.89208 2.25838
C -0.48026 1.61191 -4.09967
N -2.14145 1.02384 -0.12443
C -3.51150 -3.23845 0.50789
H -4.08135 -3.72264 -0.28827
H -4.66237 0.49991 1.77696
H -3.31684 1.04473 3.12420
H 0.52956 -5.16129 -2.18943
C -3.12695 1.93299 -0.19992
*
```

Here are the Mulliken charges for atoms 1 to 4, given in e:
1 S -0.16
2 C -0.93
3 H 0.20
4 C -2.07


Arrangement 2

Here is C38H56BN10O5PbS as an isolated structure from the Open Molecules 2025 dataset. Energies are from wB97M-V/def2-TZVPD.

Results
* LUMO level (spin up / spin down): -5.99 / -5.49 eV
* orbital gap (spin up / spin down): 5.04 / 5.55 eV

The geometry in ORCA input format:
```
! RIJCOSX wB97M-V def2-TZVPD def2/J DEFGRID3
* xyz 1 1
H 1.80764 0.68815 -4.52891
C -3.26912 -0.50606 -2.40343
C -2.58306 4.01310 -3.42981
C 4.45043 -2.46767 -1.41033
H 1.00516 3.67883 3.80015
C -2.76012 -1.48326 1.44934
H 0.85081 3.35793 0.76007
H 2.06421 -6.20002 0.89128
C 1.32225 -5.41258 0.75626
H 0.01847 4.65475 2.71447
H 3.70876 -2.44289 4.63257
H 2.31601 -2.16756 3.57449
O -3.84521 3.77387 1.23286
H 3.46958 2.11525 3.51855
C 5.42772 -1.71518 -0.50423
C -1.61004 4.71143 -1.36700
H 3.43607 -1.29976 -3.85638
C -6.31537 1.14731 -0.85089
N -0.97011 5.30720 -0.31013
Pb -0.33061 0.71968 -0.23597
H 4.67692 0.50384 4.80746
N 1.63426 0.95260 1.08603
C 2.00467 1.97218 1.85732
C 3.20964 -1.66225 -1.70003
C 2.88202 -1.16165 -2.94301
H -3.40918 -2.59188 -0.30929
C -3.15585 3.83686 -4.80143
H -3.77869 -3.38412 1.21690
C -3.20988 -1.24585 2.89289
H -0.75366 1.18507 -2.94854
H -5.06779 3.51696 -5.76568
H 5.61698 -0.71208 -0.88817
N -2.06384 3.49727 -1.32727
H 3.19154 4.18519 0.75617
H -6.18253 2.61793 0.73283
H 5.71762 -0.88555 4.51501
C 0.17097 1.49925 -3.43321
H 2.43333 -3.96778 1.88790
S -1.81798 5.48479 -2.89881
C 4.18500 -3.89513 -0.92938
H -1.18552 4.88289 0.58186
O -2.46537 2.01108 1.75933
H -8.01706 0.64845 -1.57765
H -4.94288 2.80905 -4.14836
C 5.09676 -0.13393 4.02793
H -0.99008 6.31394 -0.28742
N -0.33431 -1.32821 0.92123
H 2.64472 -1.05735 4.90769
C -4.27986 1.79975 0.08926
B 2.16851 -1.48082 0.70174
C 3.99182 -0.81689 3.22770
H 3.49661 -4.40831 -1.60191
H 1.48160 -4.94920 -0.21758
H 4.92885 -2.55507 -2.38917
C 1.42447 -4.38149 1.88585
H -2.75373 -0.51535 0.94486
C 1.71750 -0.41771 -2.77139
H 2.08871 5.38596 1.43880
H -6.04739 -0.30501 -2.43876
C 3.14613 0.18513 2.49887
H 4.45741 -1.47358 2.49105
C 2.52189 4.39669 1.58956
N 2.33846 -0.13967 1.46873
H 3.76565 -3.91796 0.07437
C -5.56308 0.32246 -1.70041
H 0.78915 -1.48318 -5.09495
H 5.12153 -4.45363 -0.91530
C -4.19218 0.31986 -1.56908
C 0.17057 -0.67609 -4.70341
H 0.33180 -5.87076 0.75533
H 3.11539 4.42276 2.50436
C 0.45556 -3.26403 1.63043
H 3.02817 -2.22455 1.03998
H -4.20948 -0.80779 2.90878
H -0.30312 -0.16829 -5.54480
C -3.72766 -2.41496 0.71843
H 0.17591 -5.48738 3.27907
C -1.36613 -2.02502 1.40536
C -3.32616 2.67547 1.26083
H -1.49472 -4.05079 2.29451
H 1.24155 -4.31397 4.05743
C 1.16794 -5.03510 3.24338
H 5.73593 0.47653 3.39001
C -5.65084 1.94363 0.08052
H 1.89898 -5.82507 3.41650
N 1.34649 -0.47032 -1.49174
C 2.96703 1.53355 2.76613
H -4.73403 -1.99070 0.71389
H 0.72349 2.16049 -2.75871
H 5.03716 -1.62123 0.50649
N 2.27215 -1.23389 -0.82658
N -3.55365 1.05935 -0.65713
H -0.11450 2.09358 -4.30233
N -2.62313 3.10838 -2.51666
H -0.33660 2.93278 2.92500
H -2.69926 2.95061 -5.24701
H -5.15453 4.55344 -4.33754
C -0.91213 -3.26147 1.85171
C 1.41947 3.34430 1.69842
O -3.76741 -0.85037 -3.57395
N 0.78343 -2.08621 1.06825
H -2.88615 4.68973 -5.42445
C 3.10926 -1.67724 4.13865
C -4.67647 3.67000 -4.76099
C 1.01182 0.31021 -3.88162
C 0.46518 3.66723 2.85239
H -3.24188 -2.18337 3.44994
O -7.65021 1.22047 -0.89358
H 6.37736 -2.24844 -0.45335
H -0.60449 -1.11490 -4.07407
H -2.53052 -0.56421 3.40402
O -2.15683 -0.82244 -2.04932
*
```

Here are the Mulliken charges for atoms 1 to 4, given in e:
1 H 0.50
2 C 0.04
3 C 0.13
4 C 0.24


The structure with the most favorable energy is arrangement 1; the runner-up is 0.0030 hartree above it.